1.
{
  "formula": "B6CaH24",
  "method": "ωB97M-V/def2-TZVPD",
  "homo_energy_ev": 5.11,
  "gap_ev": 4.81,
  "lumo_energy_ev": 9.9,
  "charge": -4,
  "symbols": ["Ca", "B", "H", "H", "H", "H", "B", "H", "H", "H", "H", "B", "H", "H", "H", "H", "B", "H", "H", "H", "H", "B", "H", "H", "H", "H", "B", "H", "H", "H", "H"],
  "coordinates": [[0.45958, 0.34406, -0.01854], [-1.10218, -0.87909, 2.04745], [-1.38866, -1.86961, 1.72955], [-0.05659, -0.71201, 1.83989], [-1.59586, -0.07589, 1.52270], [-1.33027, -0.91839, 3.10134], [-0.47463, -2.60383, -0.62264], [0.40617, -3.18225, -0.39059], [-0.69930, -2.69794, -1.67379], [-1.31137, -2.92564, -0.02218], [-0.25261, -1.55893, -0.47056], [0.32128, 2.55429, 1.05534], [-0.05465, 2.55299, 0.04394], [1.28049, 2.08952, 0.88758], [0.40089, 3.57379, 1.39958], [-0.34546, 1.94697, 1.64767], [-2.29325, 0.70662, -1.08916], [-2.43316, 1.29022, -0.19246], [-1.53706, -0.05006, -0.94827], [-3.20906, 0.24230, -1.42076], [-1.87722, 1.27626, -1.90567], [1.16700, 1.14366, -2.17445], [1.47350, 0.18652, -1.78183], [1.58781, 1.33103, -3.15019], [0.09018, 1.20140, -2.21145], [1.49832, 1.83140, -1.41190], [2.28336, -0.94751, 0.84515], [2.05641, -0.87110, -0.20695], [3.25477, -1.39174, 0.99772], [2.14980, 0.01480, 1.31459], [1.53175, -1.60183, 1.25888]],
  "forces_ev_per_angstrom": [[-2.6, -0.1, 0.7], [-0.2, 0.1, -0.1], [-1.1, -3.5, -1.4], [3.7, 0.2, 0.1], [-2.5, 2.8, -1.7], [-0.8, 0.5, 5.1], [0.0, -0.4, -0.2], [3.7, -2.6, 1.0], [-1.0, -0.6, -4.8], [-3.3, -1.3, 2.2], [0.6, 3.1, 0.6], [-0.1, 0.5, 0.4], [-1.9, 0.5, -3.7], [4.1, -1.3, 0.2], [0.5, 4.3, 1.6], [-2.3, -2.1, 2.5], [-0.1, 0.5, 0.0], [-0.7, 2.4, 3.4], [2.2, -2.9, 0.6], [-4.1, -2.2, -1.3], [1.1, 2.8, -3.3], [0.3, 0.2, -0.8], [1.4, -3.7, 0.3], [1.9, 0.8, -4.1], [-3.6, 0.2, -0.3], [1.6, 3.1, 2.5], [0.9, -0.7, 0.3], [0.2, -0.2, -3.8], [4.4, -1.6, 0.6], [0.1, 3.7, 2.0], [-2.3, -2.4, 1.5]],
  "nbo_charge": [1.791, -0.832, -0.005, -0.052, -0.011, -0.076, -0.719, -0.056, -0.066, -0.032, -0.102, -0.868, 0.003, -0.046, -0.058, 0.013, -0.824, -0.024, -0.032, -0.061, -0.037, -0.877, -0.035, -0.058, 0.033, -0.018, -0.861, -0.037, -0.059, -0.040, 0.048]
}

2.
{
  "formula": "BF4H16O8",
  "method": "ωB97M-V/def2-TZVPD",
  "homo_energy_ev": -7.94,
  "gap_ev": 10.45,
  "lumo_energy_ev": 2.5,
  "charge": -1,
  "symbols": ["B", "F", "F", "F", "F", "O", "H", "H", "O", "H", "H", "O", "H", "H", "O", "H", "H", "O", "H", "H", "O", "H", "H", "O", "H", "H", "O", "H", "H"],
  "coordinates": [[-0.35023, 0.30489, 1.01784], [-1.71728, 0.36478, 0.63914], [-0.16646, 0.21093, 2.33704], [0.22269, -0.82973, 0.40524], [0.27426, 1.36837, 0.55352], [1.06770, -6.22668, -2.07048], [0.24549, -5.74570, -2.16469], [1.29365, -6.13672, -1.14470], [4.48371, -2.85054, -3.41888], [4.42173, -2.76901, -2.46717], [4.69247, -3.77278, -3.56764], [1.99352, 5.51247, -2.65627], [2.71074, 4.88462, -2.74362], [1.58586, 5.29601, -1.81772], [0.45957, 4.38352, 4.69003], [0.46129, 5.01603, 3.97158], [0.31083, 3.53858, 4.26554], [-0.16853, 0.90684, -4.11098], [-0.04119, 0.55713, -3.22910], [-0.09755, 0.14366, -4.68437], [-6.25350, 2.63754, 1.01530], [-6.23292, 2.92566, 1.92788], [-5.62841, 1.91360, 0.97803], [-4.01351, -3.12774, -2.39670], [-3.41771, -2.63760, -1.83011], [-4.78439, -2.56609, -2.47740], [3.00771, -0.75600, 6.46088], [3.15562, -1.62199, 6.84089], [2.48482, -0.92406, 5.67692]],
  "forces_ev_per_angstrom": [[-1.1, -2.0, -1.5], [-0.5, -0.1, 0.3], [-0.2, -0.3, 3.0], [0.1, -1.0, -0.4], [1.6, 3.3, -1.4], [0.2, -0.2, -0.2], [-0.2, 0.2, -0.1], [0.1, 0.1, 0.2], [0.1, 0.1, -0.2], [-0.1, 0.1, 0.3], [0.0, -0.2, -0.1], [0.0, 0.3, -0.2], [0.1, -0.2, 0.0], [-0.2, -0.1, 0.2], [0.0, 0.2, 0.3], [0.0, 0.1, -0.2], [0.0, -0.3, -0.2], [0.0, 0.2, -0.2], [0.0, 0.0, 0.4], [0.0, -0.2, -0.1], [-0.3, 0.1, -0.1], [0.0, 0.1, 0.2], [0.3, -0.2, -0.1], [0.0, -0.3, -0.2], [0.2, 0.2, 0.2], [-0.2, 0.1, 0.0], [0.1, 0.1, 0.2], [0.0, -0.2, 0.1], [-0.2, 0.1, -0.3]],
  "nbo_charge": [1.315, -0.592, -0.564, -0.596, -0.562, -0.942, 0.474, 0.468, -0.936, 0.472, 0.464, -0.942, 0.468, 0.473, -0.947, 0.465, 0.482, -0.944, 0.483, 0.460, -0.943, 0.465, 0.478, -0.946, 0.481, 0.466, -0.938, 0.460, 0.478]
}

3.
{
  "formula": "BF4H20O10",
  "method": "ωB97M-V/def2-TZVPD",
  "homo_energy_ev": [-11.13, -11.10],
  "gap_ev": [10.84, 2.72],
  "multiplicity": 2,
  "s_squared": 0.755,
  "lumo_energy_ev": [-0.3, -8.4],
  "symbols": ["B", "F", "F", "F", "F", "O", "H", "H", "O", "H", "H", "O", "H", "H", "O", "H", "H", "O", "H", "H", "O", "H", "H", "O", "H", "H", "O", "H", "H", "O", "H", "H", "O", "H", "H"],
  "coordinates": [[-0.08907, 0.30049, 0.37728], [1.07368, 0.63998, -0.33431], [-0.12574, 0.68408, 1.69571], [-1.23952, 0.78697, -0.12588], [-0.25297, -1.02409, 0.21245], [-1.64605, -2.32799, -1.38171], [-1.10282, -1.87561, -0.73636], [-2.53878, -2.04388, -1.18539], [2.52493, 3.75228, -1.04611], [2.01193, 2.95397, -1.17162], [3.20185, 3.71124, -1.72164], [1.96666, -1.89813, -1.16270], [2.84965, -1.54126, -1.06664], [1.38971, -1.19386, -0.86710], [-2.12293, 2.42482, 3.75848], [-2.00413, 1.61415, 3.26356], [-2.70709, 2.18368, 4.47740], [-3.08203, 2.96578, -1.80601], [-2.39647, 2.77375, -2.44582], [-2.64387, 2.89949, -0.95757], [-1.13021, -2.91102, 2.72502], [-1.06867, -2.01329, 2.39862], [-0.54295, -3.41273, 2.15965], [-0.86679, 0.07862, -2.77160], [-0.99356, -0.37749, -1.93966], [-1.20349, 0.96091, -2.61531], [0.38316, -3.84293, 0.64920], [0.48923, -3.18887, -0.04159], [0.12371, -4.64007, 0.18715], [2.33567, 0.99607, -2.65093], [2.63254, 0.76032, -1.77200], [1.41954, 0.71991, -2.67693], [2.13293, 0.52167, 2.93395], [1.77446, -0.29486, 3.28182], [1.44751, 0.85793, 2.35657]],
  "forces_ev_per_angstrom": [[-0.2, 2.2, 0.1], [-0.1, 0.4, 0.6], [0.8, -0.1, 1.1], [-1.8, 1.8, -1.7], [0.8, -3.9, 0.9], [-0.2, -0.7, -0.8], [0.2, 0.2, 0.5], [-0.5, 0.0, 0.0], [0.0, 0.3, 0.3], [-0.1, -0.3, -0.1], [0.1, 0.0, -0.2], [-0.2, -0.7, -0.2], [0.4, 0.0, 0.0], [-0.1, 0.5, 0.1], [0.1, 0.2, 0.0], [0.1, -0.2, -0.2], [-0.2, 0.0, 0.2], [-0.2, -0.1, -0.1], [0.1, 0.2, -0.2], [0.1, 0.0, 0.3], [-0.7, 0.0, 0.7], [0.0, 0.6, -0.2], [0.8, -0.4, -0.6], [0.5, -0.1, -0.6], [-0.2, -0.1, 0.1], [-0.2, 0.2, 0.2], [-0.2, -0.1, 0.5], [0.4, 0.5, -0.4], [-0.1, -0.5, -0.2], [0.5, 0.2, -0.4], [0.0, 0.1, 0.2], [-0.5, -0.2, -0.1], [1.0, -0.1, 0.3], [-0.1, -0.2, 0.2], [-0.5, 0.3, -0.2]],
  "nbo_charge": [1.320, -0.568, -0.547, -0.558, -0.568, -0.811, 0.477, 0.484, -0.942, 0.473, 0.469, -0.858, 0.485, 0.488, -0.933, 0.469, 0.465, -0.929, 0.453, 0.478, -0.741, 0.479, 0.498, -0.859, 0.476, 0.473, -0.856, 0.506, 0.495, -0.911, 0.467, 0.488, -0.817, 0.464, 0.492]
}

4.
{
  "formula": "BF4H22O11",
  "method": "ωB97M-V/def2-TZVPD",
  "homo_energy_ev": -7.34,
  "gap_ev": 9.99,
  "lumo_energy_ev": 2.6,
  "charge": -1,
  "symbols": ["B", "F", "F", "F", "F", "O", "H", "H", "O", "H", "H", "O", "H", "H", "O", "H", "H", "O", "H", "H", "O", "H", "H", "O", "H", "H", "O", "H", "H", "O", "H", "H", "O", "H", "H", "O", "H", "H"],
  "coordinates": [[-0.00966, -0.78703, 0.96297], [-0.40766, -2.13103, 1.12397], [-0.15566, -0.10403, 2.09197], [1.34534, -0.71603, 0.55597], [-0.84066, -0.17403, 0.06497], [-0.17766, 2.47297, 0.55197], [-0.82266, 2.68497, 1.23497], [0.65634, 2.15797, 0.91797], [-0.43066, 1.01297, -2.32303], [-1.29766, 1.40997, -2.36303], [-0.41466, 0.75697, -1.40903], [1.72034, 1.82197, 2.24297], [2.51434, 1.30297, 2.21397], [1.07834, 1.16397, 2.45397], [-0.03166, -3.67503, -1.00203], [-0.03666, -3.36103, -0.09703], [-0.16066, -2.88303, -1.56003], [-2.18366, -1.42503, -2.55303], [-2.72566, -1.00903, -1.95203], [-1.83666, -0.72603, -3.04003], [4.41734, 0.61097, 0.67897], [5.34634, 0.51597, 0.73897], [4.27734, -0.23303, 0.23797], [-3.33666, 0.79097, -1.57303], [-4.31566, 0.82097, -1.54503], [-3.00566, 0.91197, -0.67003], [-2.89666, 0.96697, 1.34397], [-1.97366, 0.71597, 1.21697], [-2.94566, 1.92297, 1.55997], [3.64034, -1.64203, -0.87103], [3.69734, -1.05803, -1.63903], [2.81834, -1.29903, -0.48903], [2.26834, 1.51497, -0.62703], [2.87134, 1.53097, 0.09697], [1.58734, 0.86097, -0.48203], [-3.03866, -1.65603, 1.13497], [-2.28266, -2.20403, 1.14797], [-2.91166, -0.86503, 1.62297]],
  "forces_ev_per_angstrom": [[0.5, -1.6, -1.3], [0.5, 0.0, 0.4], [-0.2, 1.1, 3.3], [-0.1, -0.4, -0.1], [-0.5, 0.0, -1.4], [-1.3, 0.5, -0.9], [0.7, -0.1, 0.2], [0.1, 0.4, 0.4], [0.2, 0.2, -1.0], [-0.5, 0.3, -0.3], [0.3, -0.3, 0.8], [0.7, 1.0, 0.5], [1.0, -0.3, -0.2], [-1.1, -0.9, 0.4], [0.2, 0.0, -1.0], [-0.1, 0.3, 0.0], [-0.2, -0.5, 0.5], [1.0, -3.8, -1.2], [-1.9, 1.4, 2.3], [1.2, 1.9, -1.2], [-0.4, -0.1, 0.3], [1.8, 0.7, 0.6], [-1.0, -0.6, -0.5], [-0.9, 0.4, -0.3], [1.0, 0.0, 0.3], [-0.4, -0.1, 0.2], [-0.7, 1.4, 0.3], [0.4, 0.4, -0.2], [0.3, -1.1, -0.1], [0.0, 0.7, -0.1], [0.2, -0.2, -0.2], [-0.4, -0.5, 0.3], [-0.4, 0.7, -1.8], [0.4, -0.3, 0.7], [0.1, -0.1, 0.3], [-2.4, -0.7, -0.8], [1.4, -0.5, 0.2], [0.3, 0.7, 0.7]],
  "nbo_charge": [1.340, -0.568, -0.556, -0.582, -0.558, -0.979, 0.444, 0.504, -0.961, 0.467, 0.484, -0.956, 0.482, 0.489, -0.980, 0.484, 0.483, -0.958, 0.481, 0.467, -0.973, 0.463, 0.493, -0.988, 0.476, 0.508, -0.987, 0.514, 0.475, -0.957, 0.474, 0.500, -0.968, 0.479, 0.476, -0.971, 0.485, 0.473]
}

5.
{
  "formula": "BF4H24O12",
  "method": "ωB97M-V/def2-TZVPD",
  "homo_energy_ev": -7.61,
  "gap_ev": 10.03,
  "lumo_energy_ev": 2.4,
  "charge": -1,
  "symbols": ["B", "F", "F", "F", "F", "O", "H", "H", "O", "H", "H", "O", "H", "H", "O", "H", "H", "O", "H", "H", "O", "H", "H", "O", "H", "H", "O", "H", "H", "O", "H", "H", "O", "H", "H", "O", "H", "H", "O", "H", "H"],
  "coordinates": [[-11.10507, 14.25503, 3.56416], [-9.96274, 13.43823, 3.73720], [-10.85945, 15.58443, 3.91458], [-11.38606, 14.28352, 2.26993], [-12.11631, 13.75911, 4.32210], [-11.29505, 15.34947, -0.19476], [-11.90942, 15.44025, -0.92315], [-11.83397, 15.05148, 0.53804], [-9.03241, 12.57908, 5.94975], [-8.44103, 13.31246, 6.11905], [-9.41950, 12.77496, 5.09651], [-10.97102, 11.60572, 2.04351], [-11.45774, 12.33046, 1.65098], [-10.71640, 11.92802, 2.90810], [-8.71620, 15.62907, 6.00137], [-9.60146, 15.67094, 5.63971], [-8.68706, 16.33518, 6.64697], [-14.34652, 11.17810, 3.35747], [-14.23451, 11.87000, 4.00936], [-13.50864, 11.14540, 2.89582], [-12.78412, 11.98041, 6.96098], [-12.48303, 12.43250, 7.74915], [-12.08726, 12.12436, 6.32076], [-13.58736, 13.15287, -0.12597], [-13.44085, 13.81451, -0.80199], [-13.45559, 13.61966, 0.69925], [-7.99143, 15.83188, 2.41868], [-7.36859, 15.48085, 1.78221], [-8.68063, 15.16964, 2.47040], [-11.21202, 19.04536, 4.88656], [-10.79775, 18.22609, 4.61563], [-12.15123, 18.87065, 4.82664], [-12.83543, 15.51507, 6.27841], [-12.13179, 15.61896, 6.91898], [-12.40812, 15.13135, 5.51265], [-13.89278, 16.26656, 3.85335], [-14.00796, 16.11300, 4.79110], [-12.95761, 16.13063, 3.70099], [-15.16133, 13.53201, 4.24739], [-14.93872, 14.41764, 3.96046], [-15.24234, 13.60118, 5.19864]],
  "forces_ev_per_angstrom": [[1.2, 0.1, 0.9], [0.3, 0.5, -0.1], [0.4, 0.9, 1.0], [-1.1, -0.2, -3.0], [-1.0, -0.6, 0.8], [0.1, 0.2, -0.4], [0.0, 0.1, -0.2], [0.2, -0.1, 0.4], [0.1, -0.7, 0.9], [0.0, 0.3, 0.0], [0.0, 0.1, -0.2], [-0.3, -0.9, -0.3], [0.0, 0.2, -0.2], [0.2, 0.0, 0.1], [0.3, -0.1, 0.3], [-0.3, -0.1, -0.5], [0.1, 0.2, 0.1], [0.0, -0.7, -0.2], [-0.1, 0.5, 0.0], [0.3, -0.1, -0.2], [-0.4, -0.2, 0.1], [0.1, 0.1, 0.1], [0.3, 0.1, -0.3], [-0.1, -0.2, -0.1], [0.0, 0.0, -0.2], [-0.1, 0.0, 0.4], [0.2, 0.3, 0.1], [0.1, -0.1, -0.2], [-0.3, -0.2, 0.1], [0.1, 0.3, 0.2], [0.1, -0.3, -0.2], [-0.3, -0.1, 0.0], [-0.3, 0.4, 0.5], [0.1, 0.1, 0.2], [0.2, -0.6, -0.2], [-0.7, 0.2, -0.6], [0.2, 0.2, 0.5], [0.4, 0.0, -0.1], [-0.5, -0.1, 0.2], [0.3, 0.4, -0.3], [0.0, 0.0, 0.4]],
  "nbo_charge": [1.311, -0.564, -0.578, -0.558, -0.547, -0.928, 0.446, 0.478, -0.988, 0.477, 0.484, -0.959, 0.476, 0.475, -0.947, 0.481, 0.463, -0.967, 0.488, 0.468, -0.944, 0.461, 0.484, -0.924, 0.454, 0.470, -0.940, 0.459, 0.480, -0.950, 0.479, 0.472, -0.976, 0.473, 0.492, -0.969, 0.487, 0.481, -0.956, 0.488, 0.470]
}

Relative energy (zero: lowest compared OMol25 entry of this formula, charge and spin)? In order: 7.679; 2.056; 0.929; 1.214; 1.520 eV.
Energy? In order: -840.168018; -1036.123336; -1188.739727; -1265.484868; -1341.929837 Eh.